118
Properties=species:S:1:pos:R:3 method="wB97M-V/def2-TZVPD" e_tot_ev=-82880.2289 e_above_lowest_ev=0.689 e_homo_ev=0.5 lumo_energy_ha=0.12628 total_charge=-2
H 2.84607 -6.06286 1.23417
H -2.87693 -2.32686 -5.98783
O -1.06993 -1.70086 4.78017
H -1.92593 1.36014 5.30417
H 4.90707 -3.24286 -3.55683
H 2.69007 -1.65286 -3.23083
O -5.32293 2.63914 2.47917
O 4.55007 0.21214 0.49817
C 3.84107 -3.50586 -3.60583
H 3.90607 -3.76686 -4.66083
O -0.50893 3.37114 7.10717
H 6.89607 -0.22886 -1.90083
H 1.74207 -1.84686 1.26917
O -2.53193 -0.18086 -1.55983
H 0.03807 0.76914 1.33517
C 1.67507 -2.69086 0.46917
H 3.83507 -5.54286 -0.74683
C 3.18907 2.32614 -4.93583
H 4.57907 3.58014 -5.88183
O 4.01807 1.34414 -4.87383
O 1.22507 -4.66286 0.97217
H 1.65507 -2.93386 -3.44083
C 2.62907 -2.67186 -3.03583
N -0.53693 0.36014 0.64617
C 3.24907 0.73614 2.39917
H 0.42307 1.77814 3.63317
C -4.98293 0.31014 1.81517
O -0.15293 3.45314 4.90717
P -1.04193 -1.19886 3.41717
H -3.71293 -1.25486 -4.10583
C 0.75207 -4.49986 2.21017
H 7.04607 0.31514 -0.43883
H 0.68007 3.16614 1.70017
C -2.80693 -1.71786 -3.99583
H -4.17993 0.66514 1.11817
H -3.87093 2.17914 3.75717
C 2.58207 -5.10986 0.84617
H -3.28293 2.70414 -3.01883
H -3.03193 -1.57586 0.46117
H 2.08307 0.93114 -2.97683
C 3.60407 3.64214 -5.42183
H -4.42093 1.81814 -1.82783
H -2.60793 4.55914 3.09617
H -0.50393 0.82014 -2.86083
H -4.26293 5.01014 2.69017
H -3.12393 -3.00486 -0.16483
H -1.26793 -4.68986 2.01017
H 4.12507 1.53814 2.77017
H -3.48193 4.48714 4.32817
O 0.82707 -1.40586 -1.37883
H 2.01907 1.03814 2.75917
H -1.61193 -3.23586 -4.92183
C -3.67393 4.21614 3.27417
H -0.46593 0.80714 5.47017
H -0.90093 -3.21586 1.43817
C -2.54493 -1.41286 -1.60083
H 2.80007 -4.19486 -1.17883
C -3.09493 3.20914 -1.07183
H -1.41493 0.76614 0.76117
C 3.31007 0.55914 0.84917
O 0.50907 -0.63186 3.12017
C -0.63893 2.85614 6.05017
H 3.79507 4.49714 -4.69883
O -1.95993 -0.13486 3.09917
O 2.67407 -2.66786 -1.67083
H 6.44507 -1.25986 -0.47583
H -2.68993 4.88414 0.27017
H -1.43193 1.17414 6.93417
C 1.37707 1.13114 -3.79283
H 3.22207 -4.46686 1.27717
H -3.33593 5.40914 -1.15283
H 1.95907 -5.79986 -0.96483
C -2.65393 -2.21186 -0.35483
H -4.05993 4.56014 0.03617
C 6.37907 -0.31386 -0.95183
H 0.56107 -2.88986 0.75617
H -0.96993 2.24914 3.35817
H 1.11207 0.26714 -4.37883
C -4.04393 2.81214 -2.19083
H -0.63993 -0.53286 0.51317
C -3.99193 2.76414 2.92317
H 2.55407 -3.50286 0.66317
C -1.11493 1.40614 5.89917
O -1.08193 -2.25886 2.42917
O 2.00607 2.27014 -4.55183
H 1.57507 3.72614 2.71417
C -0.00293 1.60914 -3.28283
H 3.57107 -4.52386 -3.27083
H 0.35907 4.82514 2.65717
H 4.79007 0.78314 -1.56783
O -2.70693 -2.25286 -2.72783
H -4.40893 0.01514 2.71317
C -0.05793 2.71914 3.65717
O -7.06693 1.34614 1.94117
H 4.28807 -0.80286 -1.33383
H -0.47793 2.02614 -4.10283
C 0.63307 3.71014 2.59217
C -0.68793 -3.91886 2.23617
H -0.91993 -3.51586 3.21217
H 0.06907 2.25014 -2.38683
O 1.31607 -4.95786 3.16817
C 2.90407 -5.24786 -0.64183
C -2.72193 -2.78186 -4.98383
H 3.55407 -0.20486 3.02917
H -5.40593 -0.32386 1.14017
H -3.27493 -3.46586 -4.73383
H -2.01893 -0.84086 -4.10983
H 2.88707 4.06414 -6.25083
H -3.46793 2.31414 2.00617
H -1.62193 -2.67286 -0.09883
H -4.89393 3.54514 -2.38483
C 4.89507 -0.01086 -0.86983
O -2.12193 2.43614 -0.66583
O 2.31507 0.82414 0.19717
C 1.71807 -2.16186 -0.93483
H -0.24393 0.71314 -0.16983
C -3.33993 4.60414 -0.46083
C -5.92393 1.42614 2.14317